DFT (ωB97M-V/def2-TZVPD) results for a molecular structure, C36H40Cl9N7O5V.

Last column: Mulliken spin population.
Positions of all 98 atoms, in Å:
O (3.2187, 3.4333, -0.9878)  -0.196
V (2.2971, 2.1676, -0.7515)  1.173
C (0.4532, -0.0657, -3.9261)  0.001
C (1.7223, 0.7984, -3.9981)  -0.004
C (1.7158, 1.6148, -5.2730)  -0.003
O (2.0023, 1.5976, -2.8406)  0.036
H (-0.4836, 0.4913, -3.9095)  0.000
H (0.4919, -0.6336, -2.9966)  0.001
H (0.4516, -0.8205, -4.7124)  -0.001
H (2.6075, 0.1976, -4.2069)  0.012
H (2.6656, 2.1006, -5.4969)  0.000
H (1.0245, 2.4561, -5.2246)  0.001
H (1.4467, 0.9514, -6.0949)  0.000
N (0.3996, -0.6047, 0.2263)  0.000
O (-0.4621, -0.9359, -0.4936)  -0.001
O (0.6656, -1.2188, 1.2364)  -0.001
O (1.0873, 0.3778, -0.1314)  -0.014
N (-2.1819, -2.9859, -5.7543)  0.000
C (-1.6959, -2.9963, -4.4411)  0.000
C (-2.4634, -3.2582, -3.3286)  0.000
C (-3.8398, -3.3287, -3.5057)  0.000
C (-4.3998, -3.1957, -4.7949)  0.000
C (-3.5409, -3.0354, -5.8714)  0.000
H (-0.6380, -2.8315, -4.2988)  0.000
H (-2.0705, -3.2530, -2.3226)  0.000
H (-4.4055, -3.4001, -2.5884)  0.000
H (-5.4596, -3.3988, -4.8409)  0.000
H (-3.9108, -3.1037, -6.8838)  0.000
N (2.4366, 2.6071, 1.5461)  -0.019
C (3.4862, 3.2985, 2.0225)  0.012
C (3.6548, 3.7059, 3.3433)  -0.002
C (2.6709, 3.4199, 4.2306)  0.003
C (1.6161, 2.6320, 3.9120)  -0.002
C (1.5281, 2.2320, 2.5600)  0.005
H (4.2998, 3.5293, 1.3507)  -0.001
H (4.5657, 4.2379, 3.5747)  0.000
H (2.8052, 3.7931, 5.2351)  0.000
H (0.8504, 2.2947, 4.5948)  0.000
H (0.7617, 1.5361, 2.2523)  0.005
N (3.9793, 0.7374, -0.6192)  -0.013
C (4.2047, -0.0916, 0.4471)  0.002
C (5.3645, -0.9297, 0.6186)  -0.001
C (6.2524, -0.9234, -0.3886)  0.002
C (6.0048, -0.1875, -1.5291)  -0.003
C (4.9165, 0.6351, -1.6033)  0.005
H (3.4964, -0.0961, 1.2624)  0.002
H (5.4340, -1.5744, 1.4822)  0.000
H (7.1165, -1.5712, -0.4013)  0.000
H (6.6572, -0.3070, -2.3815)  0.000
H (4.7890, 1.2530, -2.4798)  -0.004
N (-3.7871, 0.8053, 5.6358)  0.000
C (-2.6748, 0.3425, 6.2198)  0.000
C (-1.4856, 0.1330, 5.5169)  0.000
C (-1.3796, 0.3740, 4.1797)  0.000
C (-2.4929, 0.8349, 3.5495)  0.000
C (-3.7043, 1.0098, 4.2551)  0.000
H (-2.7336, 0.0478, 7.2571)  0.000
H (-0.5923, -0.2670, 5.9735)  0.000
H (-0.5332, 0.0769, 3.5781)  0.000
H (-2.4508, 0.9419, 2.4756)  0.000
H (-4.5824, 1.3748, 3.7431)  0.000
N (-5.6895, 0.7684, 1.0377)  0.000
C (-5.5264, -0.3597, 1.7466)  0.000
C (-4.5949, -1.3335, 1.3972)  0.000
C (-3.8595, -1.1714, 0.2074)  0.000
C (-4.0784, -0.0065, -0.6043)  0.000
C (-5.0362, 0.9157, -0.1668)  0.000
H (-6.0744, -0.5178, 2.6638)  0.000
H (-4.4084, -2.2055, 2.0065)  0.000
H (-3.1948, -1.9498, -0.1372)  0.000
H (-3.4423, 0.1765, -1.4576)  0.000
H (-5.1919, 1.7715, -0.8068)  0.000
N (0.3300, 3.4532, -0.6403)  -0.009
C (-0.8001, 2.8474, -1.1824)  0.008
C (-2.0341, 3.2968, -0.9061)  0.000
C (-2.2077, 4.4021, -0.0576)  0.004
C (-1.0950, 5.0293, 0.4877)  -0.002
C (0.1256, 4.5510, 0.1210)  0.006
H (-0.7003, 2.0812, -1.9370)  0.000
H (-2.8868, 2.8756, -1.4179)  0.000
H (-3.1494, 4.7841, 0.3080)  0.000
H (-1.2310, 5.9311, 1.0661)  0.000
H (0.9937, 5.0622, 0.5100)  0.000
C (2.5728, -2.9038, -1.6824)  0.000
Cl (1.0895, -3.8038, -2.1252)  0.000
Cl (3.4877, -2.5353, -3.1656)  0.000
Cl (3.5810, -3.8619, -0.5367)  0.000
H (2.2483, -2.0037, -1.1602)  0.000
C (-1.2737, -4.4159, 0.9479)  0.000
Cl (-2.0471, -3.7620, 2.3723)  0.000
Cl (-2.5792, -5.0092, -0.1594)  0.000
Cl (-0.1991, -5.7108, 1.2802)  0.000
H (-0.7974, -3.5461, 0.4955)  0.000
C (2.0892, -3.1714, 3.5401)  0.000
Cl (3.4570, -4.3300, 3.6850)  0.000
Cl (2.5038, -1.5223, 4.0835)  0.000
Cl (0.6928, -3.7656, 4.4786)  0.000
H (1.7539, -3.0850, 2.5066)  0.000

Properties
2S+1 ... 2
HOMO (spin up / spin down) ... -8.18 / -8.17 eV
Total charge ... 0
⟨S²⟩ ... 0.773
Gap between HOMO and LUMO (spin up / spin down) ... 7.855 / 7.621 eV

***

DFT (ωB97M-V/def2-TZVPD) results for a molecular structure, C36H40MnP2.

Last column: Mulliken spin population.
Positions of all 79 atoms, in Å:
Mn (-0.0383, 0.3976, 2.2010)  4.169
C (-1.7258, 0.8527, -3.3535)  0.007
C (-1.7714, -0.4645, -3.1326)  -0.005
C (-1.0051, -1.4988, -3.9240)  -0.001
C (0.4405, -1.1373, -4.3612)  0.003
C (1.2616, -0.3003, -3.4201)  -0.008
C (1.2609, 1.0380, -3.4373)  -0.005
C (0.4270, 1.8907, -4.3462)  0.001
C (-1.0401, 1.4378, -4.5579)  -0.002
C (1.3416, 0.2036, 3.6473)  -0.066
H (-2.2987, 1.5578, -2.7347)  0.001
H (-2.4986, -0.8749, -2.4140)  -0.001
H (-1.5816, -1.7278, -4.8447)  0.001
H (-0.9633, -2.4581, -3.3721)  0.000
H (0.9915, -2.0772, -4.5121)  0.000
H (0.4047, -0.6510, -5.3455)  0.000
H (2.0090, -0.8613, -2.8446)  0.000
H (2.0360, 1.6182, -2.9364)  0.008
H (0.9349, 1.9406, -5.3325)  0.000
H (0.4271, 2.9281, -3.9658)  0.000
H (-1.6109, 2.3113, -4.8954)  0.000
H (-1.0588, 0.7199, -5.3899)  0.000
H (1.0679, 1.1161, 4.2060)  -0.006
H (2.4357, 0.1957, 3.5178)  0.019
H (1.0410, -0.6940, 4.2078)  0.008
P (-1.5590, -0.6615, 0.9514)  -0.045
P (1.8306, 0.0608, 1.0554)  0.132
C (-0.4006, -0.9170, -0.3772)  0.264
C (0.9520, -0.6637, -0.3114)  0.327
C (-2.4897, -2.1810, 1.2555)  0.039
C (-2.8440, -3.0670, 0.2237)  0.001
C (-3.5759, -4.2198, 0.5282)  -0.002
C (-3.9066, -4.5182, 1.8504)  0.017
C (-3.4905, -3.6726, 2.8826)  -0.007
C (-2.7793, -2.5102, 2.5889)  0.035
C (-2.7332, 0.7121, 0.6158)  0.023
C (-2.2490, 2.0356, 0.6044)  0.032
C (-3.1507, 3.1038, 0.5655)  0.016
C (-4.5284, 2.8650, 0.4761)  0.009
C (-5.0107, 1.5520, 0.4843)  -0.002
C (-4.1188, 0.4751, 0.5540)  0.009
C (3.2710, -0.9935, 1.3744)  0.020
C (3.0509, -2.2706, 1.9195)  -0.014
C (4.1409, -3.0793, 2.2506)  0.004
C (5.4455, -2.6392, 2.0013)  0.000
C (5.6620, -1.3656, 1.4673)  0.002
C (4.5806, -0.5417, 1.1431)  0.001
C (2.4467, 1.7497, 0.7162)  0.019
C (2.6202, 2.6623, 1.7653)  -0.037
C (3.0002, 3.9757, 1.4803)  0.007
C (3.2061, 4.3794, 0.1539)  0.002
C (3.0232, 3.4713, -0.8925)  0.002
C (2.6842, 2.1458, -0.6038)  0.081
H (-0.8344, -1.3478, -1.2802)  0.092
H (1.6107, -1.0234, -1.0963)  -0.009
H (-2.5360, -2.8687, -0.8016)  -0.006
H (-3.8892, -4.8942, -0.2697)  -0.001
H (-4.4732, -5.4168, 2.0960)  0.002
H (-3.7146, -3.9040, 3.9214)  -0.001
H (-2.4275, -1.8501, 3.3789)  -0.002
H (-1.1673, 2.2235, 0.6550)  0.003
H (-2.7716, 4.1261, 0.5970)  0.000
H (-5.2107, 3.7127, 0.3978)  0.001
H (-6.0878, 1.3715, 0.4300)  0.000
H (-4.5012, -0.5449, 0.5794)  0.003
H (2.0279, -2.6117, 2.0934)  0.006
H (3.9641, -4.0543, 2.7010)  0.000
H (6.2864, -3.2953, 2.2266)  0.000
H (6.6791, -1.0115, 1.2973)  0.000
H (4.7514, 0.4514, 0.7288)  0.002
H (2.4283, 2.3342, 2.7883)  -0.037
H (3.1389, 4.6781, 2.2999)  0.000
H (3.5107, 5.4061, -0.0513)  0.001
H (3.1543, 3.7919, -1.9302)  0.002
H (2.5758, 1.4021, -1.3864)  -0.050
C (-1.3825, 0.4412, 3.6152)  -0.098
H (-1.2465, -0.3957, 4.3048)  -0.012
H (-2.4149, 0.5431, 3.2753)  0.028
H (-1.0349, 1.3859, 4.0473)  0.016

Properties
2S+1 ... 6
HOMO (spin up / spin down) ... -4.60 / -7.35 eV
Total charge ... 0
Relative energy (zero: lowest compared OMol25 entry of this formula, charge and spin) ... 0.0 kJ/mol
⟨S²⟩ ... 8.826
Gap between HOMO and LUMO (spin up / spin down) ... 5.089 / 7.669 eV

***

no.,largest force on an atom (Eh/bohr),DFT total energy (eV)
1,0.097,-197034.6665
2,0.056,-87871.7508